No. 1
The following is a quantum chemistry calculation of C23H23ClN4PtS as an isolated structure, from OMol25.

Element x y z (Å)
Pt -0.4717 1.5927 0.8394
C -5.1784 1.1411 -2.3351
C -3.9533 1.7890 -2.3830
C -3.0761 1.6904 -1.3134
C -3.4332 0.9513 -0.2004
C -4.6624 0.3101 -0.1352
C -5.5308 0.4052 -1.2091
N -2.4798 0.8890 0.8745
N -2.8994 0.3949 1.9407
C -1.9343 0.4676 2.9560
C -2.2410 -0.0929 4.1905
C -1.3205 -0.0133 5.2176
C -0.1088 0.6326 4.9904
C 0.1972 1.1865 3.7542
C -0.7128 1.1197 2.7002
H -5.8581 1.2058 -3.1746
H -3.6780 2.3725 -3.2516
H -2.1184 2.1963 -1.3392
H -4.9198 -0.2571 0.7472
H -6.4893 -0.0951 -1.1667
H -3.1959 -0.5858 4.3202
H -1.5398 -0.4437 6.1851
H 0.6099 0.7146 5.7971
H 1.1424 1.6925 3.6214
Cl 5.4300 -1.0694 -1.6741
C 4.2294 -0.0472 -0.9140
C 3.6177 0.9539 -1.6415
C 2.6991 1.7850 -1.0141
C 2.3707 1.6448 0.3360
C 1.3754 2.5382 0.9892
C 3.0157 0.6158 1.0369
C 3.9268 -0.2256 0.4282
H 3.8810 1.1099 -2.6799
H 2.2415 2.5861 -1.5855
H 1.2665 3.4701 0.4280
H 1.6412 2.7508 2.0211
H 2.7903 0.4721 2.0873
H 4.4172 -1.0076 0.9929
C 1.1053 -3.3361 -0.3142
N 1.3418 -2.4877 -1.4553
C 2.1279 -2.9573 -2.5879
C 2.0374 -1.7859 -3.5801
N 0.9532 -1.0031 -3.0082
C 0.6002 -1.4134 -1.7751
S -0.5987 -0.7161 -0.8235
H 2.0594 -3.7138 0.0545
H 0.4624 -4.1825 -0.5746
H 0.6219 -2.7495 0.4628
H 1.6987 -3.8797 -2.9922
H 3.1534 -3.1537 -2.2805
H 1.7885 -2.1191 -4.5868
H 2.9704 -1.2207 -3.6143
H 0.6281 -0.1223 -3.3611

ΔE to the lowest compared entry with this formula, charge and spin	9.7	kcal/mol
strongest force on any atom	1.0	eV/Å
molar mass	618.06	g/mol
charge	0
LUMO	-0.519	eV
total energy	-2086.93193	Ha

No. 2
The following is a quantum chemistry calculation of C23H23CoN9O7 as an isolated structure in a non-equilibrium geometry, from OMol25.

Element x y z (Å)
Co 0.2252 1.0133 0.2993
O 2.0855 1.2305 3.7604
C 1.7032 1.1133 2.5271
O 0.5127 1.0991 2.2126
C 2.7064 1.0639 1.4436
C 4.0827 1.0851 1.4735
C 4.7714 1.0592 0.2643
C 4.0797 1.0100 -0.9385
C 2.6983 0.9788 -0.8838
N 2.0721 0.9895 0.2773
C 1.6636 0.9537 -2.0138
O 1.9693 0.8844 -3.1716
O 0.4597 1.0277 -1.5127
H 1.3197 1.1470 4.3522
H 4.5933 1.1177 2.4264
H 5.8528 1.0771 0.2549
H 4.5893 0.9824 -1.8916
N -2.4763 -0.6871 1.2512
C -2.7558 0.5081 0.7507
N -4.0314 0.8432 0.6149
C -4.2823 2.0896 0.2375
N -5.5439 2.4631 0.0406
N -3.3235 3.0375 0.0917
C -2.0992 2.6171 0.2172
N -1.7234 1.3563 0.4597
C -1.0139 3.6135 0.1588
C -1.2808 4.9678 0.0651
C -0.2223 5.8602 0.0914
C 1.0688 5.3665 0.1928
C 1.2510 3.9985 0.2751
N 0.2328 3.1446 0.2684
H -3.2354 -1.3206 1.4289
H -1.5132 -0.9675 1.3492
H -6.2862 1.7925 0.1312
H -5.7363 3.4000 -0.2653
H -2.3089 5.2893 -0.0094
H -0.4033 6.9253 0.0428
H 1.9219 6.0290 0.2168
H 2.2451 3.5760 0.3614
C -2.0276 -5.1862 -0.2558
C -1.7277 -3.6904 -0.1935
C -0.3469 -3.2626 -0.7722
C -0.1909 -3.6577 -2.2429
C 1.0821 -3.0882 -2.8670
C 0.7344 -3.9290 0.0530
O 1.0486 -5.0846 -0.0797
N 1.3262 -3.1491 1.0323
C 1.1589 -1.7964 1.2428
O 1.7657 -1.2596 2.1651
N 0.3213 -1.1233 0.3947
C -0.3584 -1.7336 -0.6501
O -1.0536 -1.0907 -1.3988
H -2.9746 -5.3802 0.2485
H -1.2555 -5.7746 0.2358
H -2.1160 -5.5246 -1.2870
H -1.7798 -3.3623 0.8517
H -2.4838 -3.1474 -0.7627
H -1.0641 -3.3074 -2.7928
H -0.1557 -4.7450 -2.2939
H 1.0460 -1.9974 -2.9084
H 1.1978 -3.4561 -3.8852
H 1.9666 -3.3910 -2.3002
H 2.0190 -3.5984 1.6159

ΔE to the lowest compared entry with this formula, charge and spin	18.2	kcal/mol
strongest force on any atom	1.8	eV/Å
molar mass	596.43	g/mol
charge	+1
LUMO	-3.874	eV
total energy	-3292.55382	Ha